{"formula": "AlF6P", "method": "ωB97M-V/def2-TZVPD", "elements": ["Al", "P", "F", "F", "F", "F", "F", "F"], "positions_angstrom": [[-13.2804, 4.3778, -25.3229], [-11.8486, 5.0940, -27.4770], [-12.3466, 5.2491, -29.0014], [-12.5812, 3.6816, -27.2728], [-10.5143, 4.2557, -28.0140], [-11.3603, 4.7134, -25.9979], [-11.1420, 6.5646, -27.5945], [-13.2704, 5.5852, -26.9856]], "forces_ev_per_angstrom": [[2.54, 0.56, -4.21], [8.12, 2.79, -11.90], [-0.43, -0.64, 2.05], [-2.67, -4.14, 1.15], [-1.91, 1.26, 1.53], [-0.58, 0.92, 5.23], [-1.64, -2.89, 2.00], [-3.43, 2.14, 4.16]], "mulliken_charge": [1.811, 1.330, -0.192, -0.223, -0.188, -0.179, -0.193, -0.167], "homo_ev": -22.73, "total_charge": 2, "e_tot_ha": -1182.11486, "lumo_ev": -18.56, "relative_energy_kj_mol": 0.0}